Entry 1:
A molecular structure, C29H37CrN5O4 at a distorted geometry, computed with wB97M-V/def2-TZVPD.

Structure (XYZ):
```
76
Properties=species:S:1:pos:R:3:forces:R:3
Cr -0.187557 -0.074724 -0.046259 -1.7 0.8 0.5
C 0.903295 -6.307067 3.147973 0.1 0.1 0.0
C 0.344536 -5.052050 2.536490 -0.1 -0.2 0.1
C -0.991507 -4.906983 2.247054 0.0 0.1 0.0
C -1.547844 -3.726014 1.695542 0.5 0.2 0.0
C -2.952319 -3.743054 1.556591 -0.4 0.2 -0.1
N -3.827153 -2.772957 1.474062 0.2 -0.3 0.1
C -3.666096 -1.362043 1.821406 0.0 0.3 0.0
C -4.946351 -0.859852 2.489853 0.1 0.0 -0.1
C -4.839924 0.616415 2.888062 0.2 -0.2 0.0
N -3.733401 0.830604 3.806481 -0.3 0.3 0.2
C -2.495615 1.204506 3.361446 0.3 -0.1 -0.2
C -2.291794 2.191383 2.356425 0.1 -0.1 0.1
C -3.123248 3.310309 2.183927 0.1 -0.1 0.0
C -2.851997 4.306233 1.244940 0.0 0.0 -0.2
C -3.664868 5.571175 1.188624 0.1 0.0 0.1
C -1.767284 4.130830 0.401732 -0.1 0.1 -0.1
C -0.964705 2.973355 0.466336 0.0 -0.3 0.4
C 0.081161 2.768357 -0.491206 0.0 -0.1 0.1
N 0.564111 1.606417 -0.776954 0.2 0.6 -0.4
C 1.788661 1.504579 -1.560224 0.3 -0.1 0.2
C 2.906763 1.085243 -0.600226 -0.2 0.0 0.0
C 2.860341 -0.390798 -0.242907 0.2 0.2 -0.1
N 1.590246 -0.878775 0.342870 0.5 -0.5 0.2
C 1.724241 -1.920309 1.094697 0.1 0.2 -0.2
C 0.723016 -2.829049 1.577015 -0.2 -0.3 0.2
C 1.178000 -3.982162 2.216782 -0.1 0.2 -0.2
C -0.663181 -2.672933 1.272196 0.1 -0.1 0.2
O -1.074335 -1.676237 0.592693 -0.5 -0.1 -0.2
C -1.186366 2.001470 1.469488 -0.4 0.7 -0.2
O -0.475595 0.901813 1.577672 0.5 -0.8 -0.4
H 0.119009 -7.030483 3.358994 0.0 0.0 0.0
H 1.423239 -6.081048 4.079489 0.0 0.0 0.0
H 1.623427 -6.775639 2.476111 0.0 0.0 0.0
H -1.665652 -5.722604 2.486322 0.0 0.0 0.0
H -3.407466 -4.728793 1.565227 0.0 0.0 -0.1
H -4.785073 -3.076099 1.355459 0.0 0.0 0.0
H -3.432538 -0.768672 0.936992 0.1 0.0 -0.1
H -2.815974 -1.271354 2.494487 0.0 0.0 0.0
H -5.153969 -1.459802 3.381040 0.0 0.0 0.0
H -5.793907 -0.982534 1.805281 0.0 0.0 0.0
H -5.776849 0.944275 3.339150 0.0 0.0 0.0
H -4.650431 1.220678 2.001751 -0.1 0.1 0.0
H -3.759271 0.258812 4.635706 0.0 0.1 0.0
H -1.628933 0.730420 3.803502 -0.1 -0.1 0.0
H -3.966511 3.430257 2.855820 0.0 0.0 0.0
H -4.664108 5.430746 1.598144 0.0 0.0 0.0
H -3.750190 5.947822 0.169649 0.0 0.0 0.0
H -3.174550 6.346878 1.780413 -0.1 0.0 0.0
H -1.532048 4.893982 -0.334366 0.0 0.0 0.0
H 0.481768 3.648019 -0.997977 0.1 0.0 0.0
H 2.033064 2.456758 -2.034098 -0.1 0.0 0.0
H 1.652701 0.745434 -2.335403 0.0 0.1 -0.1
H 2.834923 1.693210 0.303983 0.1 0.0 0.0
H 3.877688 1.283413 -1.055538 0.0 0.0 0.0
H 3.685054 -0.603252 0.439997 -0.1 -0.1 0.0
H 3.029474 -0.974651 -1.152856 0.0 0.0 0.0
H 2.740543 -2.218736 1.353850 0.0 0.0 -0.1
H 2.238852 -4.064738 2.431652 0.0 0.0 0.0
O -0.954279 -0.509844 -2.163520 0.3 -0.1 0.0
C -1.926816 0.200210 -1.881617 -0.3 0.3 -0.2
O -2.118696 0.677176 -0.723501 0.4 -0.4 0.2
C -3.002087 0.586474 -2.909909 0.2 -0.4 0.2
N -3.580294 1.915732 -2.457898 0.1 -0.1 0.2
C -5.051830 1.737717 -2.202386 -0.4 -0.2 -0.1
C -5.422489 0.506299 -3.016425 0.1 0.0 0.0
C -4.190035 -0.389141 -2.865258 -0.1 0.1 -0.1
H -2.580573 0.678798 -3.907060 0.0 0.1 0.0
H -3.410462 2.650624 -3.139683 0.1 0.0 0.0
H -3.100747 2.138213 -1.568773 0.0 0.1 -0.1
H -5.597298 2.636507 -2.476348 0.1 0.1 0.0
H -5.177025 1.553943 -1.136648 0.1 0.1 0.0
H -5.598241 0.762985 -4.061803 0.0 0.0 0.0
H -6.326063 0.037884 -2.632450 0.0 0.0 0.0
H -4.110417 -1.142865 -3.644180 0.0 0.0 0.0
H -4.208499 -0.895669 -1.897766 0.0 0.0 0.0
```
Positions in Å, forces in eV/Å.

Summary:
- Multiplicity: 5
- Total charge: +2
- E_tot: -2746.0875 a.u.
- E_LUMO (spin up / spin down): -5.9 / -5.9 eV
- E_HOMO (spin up / spin down): -0.38646 / -0.46835 hartree
- Kohn-Sham gap (spin up / spin down): 4.58 / 6.80 eV

---

Entry 2:
2 unconnected molecules or ions with the total composition C4H13N at a distorted geometry, computed with wB97M-V/def2-TZVPD.

Structure (XYZ):
```
18
Properties=species:S:1:pos:R:3:forces:R:3
C -0.252327 1.595225 1.219592 0.5 0.1 -1.9
C 1.197791 1.188629 1.440722 1.1 0.7 0.1
C 2.015044 0.718902 0.173573 -2.2 0.5 2.4
H -0.368632 2.243418 0.310817 0.5 0.4 1.0
H -0.655429 2.061345 2.110289 -0.4 -0.1 -0.1
H -0.840957 0.794217 0.790133 -0.4 -0.8 0.9
H 1.320631 0.464199 2.248899 -0.4 -0.2 -0.1
H 1.728530 2.070910 1.825239 -0.1 0.0 0.0
H 2.930499 0.329182 0.608787 0.2 -0.2 -0.8
H 1.313513 -0.031219 -0.215027 0.9 0.0 -0.8
H 2.127599 1.646389 -0.380157 0.3 -0.5 -0.7
C -1.155724 -2.330930 -1.421956 0.2 0.5 -0.9
N -2.032389 -1.194560 -1.810411 0.0 -0.7 0.6
H -1.307532 -2.727157 -0.420937 -0.1 0.1 0.2
H -0.105156 -2.046263 -1.536674 -0.1 0.0 0.1
H -1.337190 -3.126131 -2.147903 0.1 -0.1 0.2
H -1.679795 -0.302629 -1.486663 0.1 -0.1 0.1
H -2.898476 -1.353527 -1.308322 -0.2 0.3 -0.2
```
Positions in Å, forces in eV/Å.

Summary:
- Structure (SMILES): CCC.CN
- Total charge: 0
- E_tot: -214.9130 a.u.
- E_LUMO: 1.0 eV
- Relative energy (zero: lowest compared OMol25 entry of this formula, charge and spin): 53.2 kJ/mol
- E_HOMO: -0.34714 hartree
- Kohn-Sham gap: 10.45 eV

---

Entry 3:
A gas-phase ion, CH4Cl2OP (charge +1) at a distorted geometry, computed with wB97M-V/def2-TZVPD.

Structure (XYZ):
```
9
Properties=species:S:1:pos:R:3:forces:R:3
C 0.066960 -0.097629 -0.565593 -2.1 0.1 1.2
O -0.259470 1.225191 1.794164 1.1 -2.1 -3.5
P 0.583347 1.466889 0.431214 -4.4 -1.9 0.9
Cl -0.114782 3.229099 -0.153831 0.6 -0.5 -0.4
Cl 2.443061 1.469574 0.772174 1.5 0.2 0.1
H -1.076553 -0.050961 -0.903076 2.6 0.6 0.4
H -0.068155 -0.959043 0.255499 1.2 1.8 -1.8
H 0.770520 -0.220798 -1.430801 -0.7 -0.3 1.0
H -0.257166 1.853003 2.467152 0.1 2.1 2.0
```
Positions in Å, forces in eV/Å.

Summary:
- Total charge: +1
- E_tot: -1377.2562 a.u.
- E_LUMO: -4.7 eV
- Relative energy (zero: lowest compared OMol25 entry of this formula, charge and spin): 58.6 kJ/mol
- E_HOMO: -0.62925 hartree
- Kohn-Sham gap: 12.44 eV

---

Please write out number 2 again, unchanged.
2 unconnected molecules or ions with the total composition C4H13N at a distorted geometry, computed with wB97M-V/def2-TZVPD.

Structure (XYZ):
```
18
Properties=species:S:1:pos:R:3:forces:R:3
C -0.252327 1.595225 1.219592 0.5 0.1 -1.9
C 1.197791 1.188629 1.440722 1.1 0.7 0.1
C 2.015044 0.718902 0.173573 -2.2 0.5 2.4
H -0.368632 2.243418 0.310817 0.5 0.4 1.0
H -0.655429 2.061345 2.110289 -0.4 -0.1 -0.1
H -0.840957 0.794217 0.790133 -0.4 -0.8 0.9
H 1.320631 0.464199 2.248899 -0.4 -0.2 -0.1
H 1.728530 2.070910 1.825239 -0.1 0.0 0.0
H 2.930499 0.329182 0.608787 0.2 -0.2 -0.8
H 1.313513 -0.031219 -0.215027 0.9 0.0 -0.8
H 2.127599 1.646389 -0.380157 0.3 -0.5 -0.7
C -1.155724 -2.330930 -1.421956 0.2 0.5 -0.9
N -2.032389 -1.194560 -1.810411 0.0 -0.7 0.6
H -1.307532 -2.727157 -0.420937 -0.1 0.1 0.2
H -0.105156 -2.046263 -1.536674 -0.1 0.0 0.1
H -1.337190 -3.126131 -2.147903 0.1 -0.1 0.2
H -1.679795 -0.302629 -1.486663 0.1 -0.1 0.1
H -2.898476 -1.353527 -1.308322 -0.2 0.3 -0.2
```
Positions in Å, forces in eV/Å.

Summary:
- Structure (SMILES): CCC.CN
- Total charge: 0
- E_tot: -214.9130 a.u.
- E_LUMO: 1.0 eV
- Relative energy (zero: lowest compared OMol25 entry of this formula, charge and spin): 53.2 kJ/mol
- E_HOMO: -0.34714 hartree
- Kohn-Sham gap: 10.45 eV